Entry 1:
ORCA calculation (ωB97M-V/def2-TZVPD) on the molecule C4H7NO2.

Summary:
- Total charge: 0
- SMILES: NC(=O)C[C@H]1CO1
- Multiplicity: 1
- Energy relative to the best compared isomer or geometry (same formula, charge and spin): 131.4 kJ/mol

```
14
Properties=species:S:1:pos:R:3:lowdin_charge:R:1
N 1.83785 0.57266 1.63481 0.15
C 0.63448 0.60494 0.99439 -0.53
O -0.19825 1.46776 1.20863 0.06
C 0.42340 -0.49993 -0.03155 -0.07
C -1.02573 -0.59386 -0.43457 -0.31
C -1.52700 0.11354 -1.60674 -0.11
O -1.28503 -1.28867 -1.64583 -0.04
H 2.00289 1.25055 2.36312 0.11
H 2.47468 -0.20186 1.54234 0.10
H 0.76910 -1.46343 0.36501 0.13
H 1.03484 -0.28664 -0.91862 0.14
H -1.72663 -0.81002 0.37364 0.15
H -0.84071 0.72560 -2.19364 0.12
H -2.57389 0.40936 -1.65100 0.11
```

---

Entry 2:
ORCA calculation (ωB97M-V/def2-TZVPD) on a cluster of 6 separate species, C5H25N3O5 in total.

Summary:
- Total charge: +1
- Multiplicity: 2
- <S²>: 0.757
- Energy relative to the best compared isomer or geometry (same formula, charge and spin): 186.7 kJ/mol

```
38
Properties=species:S:1:pos:R:3:lowdin_charge:R:1
C 1.65791 -0.37498 -0.27192 -0.14
N 1.33657 -1.80090 -0.02924 0.07
C 0.39716 0.49294 0.08275 -0.33
C -0.04773 0.53965 1.53408 -0.15
C -1.10067 -0.64612 1.77021 -0.05
N 0.77785 1.79850 -0.40650 0.13
C 0.39594 2.20015 -1.78698 -0.21
N -0.60242 3.26547 -1.57681 0.07
H 2.60001 -0.14578 0.23716 0.12
H 1.97170 -0.24659 -1.41621 0.17
H 0.54230 -1.94270 0.53218 0.01
H 1.20929 -2.35564 -0.90828 0.10
H -0.48130 0.20543 -0.54731 0.14
H -0.52739 1.58063 1.64061 0.14
H 0.74209 0.45230 2.31110 0.12
H -1.64926 -0.84120 0.83935 0.03
H -1.83969 -0.41731 2.54513 0.10
H -0.66963 -1.66833 1.66670 0.07
H 1.64446 2.06264 -0.15662 0.08
H -0.02562 1.36063 -2.49009 0.17
H 1.24486 2.54400 -2.37936 0.13
H -1.48863 2.83448 -1.21239 0.09
H -0.29755 3.83236 -0.73327 0.11
H 3.01304 2.02284 2.72561 0.01
H 2.48036 3.19199 1.74490 0.04
O 3.14954 2.53322 1.96528 -0.02
H -4.40241 1.25729 -0.74770 0.03
H -3.02716 1.39655 -0.08654 -0.05
O -3.84691 1.02662 -0.04574 0.03
H 1.65433 -3.68751 1.50482 0.08
H 2.35744 -2.49218 2.01894 -0.09
O 1.90678 -3.15674 2.31414 0.00
H -1.65369 -1.77441 -1.00861 0.02
H -3.12280 -1.84309 -0.75326 0.09
O -2.41161 -2.37814 -1.23538 -0.10
H -0.85268 -3.30809 -1.88170 0.06
H -0.71557 -2.76025 -3.26913 -0.03
O -0.31892 -2.75776 -2.48991 -0.02
```